Density functional theory data (ωB97M-V/def2-TZVPD) for a 13-piece molecular cluster, C52H91N13 overall in a non-equilibrium geometry.

Results
Charge: 0
Maximum force in eV/A: 1.40
Energy relative to the best compared isomer or geometry (same formula, charge and spin) in eV: 0.6467
E in a.u.: -2747.74369
Frontier orbital gap in eV: 11.43
HOMO level in eV: -11.5

CARTESIAN COORDINATES (ANGSTROEM)
C (-4.0595, -1.8996, -2.7115)
C (-2.7784, -2.6828, -2.9947)
C (-3.0138, -4.1865, -3.1438)
C (-3.9200, -4.5191, -4.2266)
N (-4.6418, -4.7893, -5.0791)
H (-3.8663, -0.8362, -2.5713)
H (-4.6154, -2.2851, -1.8531)
H (-4.7281, -2.0081, -3.5721)
H (-2.1003, -2.5212, -2.1530)
H (-2.3281, -2.2836, -3.9054)
H (-3.4888, -4.5007, -2.2083)
H (-2.0555, -4.6890, -3.2564)
C (5.5140, 1.7581, 0.6900)
C (6.4833, 1.6145, -0.4691)
C (7.7232, 2.5080, -0.2981)
C (7.3667, 3.9142, -0.4578)
N (7.0323, 5.0040, -0.5648)
H (5.2800, 2.8079, 0.8837)
H (5.9126, 1.3124, 1.6043)
H (4.5518, 1.2898, 0.4670)
H (6.0032, 1.8835, -1.4100)
H (6.8423, 0.5859, -0.5480)
H (8.4887, 2.2278, -1.0203)
H (8.1470, 2.3972, 0.7026)
C (2.9929, 1.5566, 5.4334)
C (3.3149, 0.6248, 4.2825)
C (2.5148, 0.9095, 2.9969)
C (1.0786, 0.9275, 3.2403)
N (-0.0512, 0.9054, 3.4294)
H (3.4252, 1.2159, 6.3722)
H (1.9169, 1.6731, 5.5447)
H (3.4343, 2.5430, 5.2496)
H (3.0397, -0.3994, 4.5750)
H (4.3750, 0.5118, 4.0605)
H (2.7658, 0.1492, 2.2611)
H (2.8020, 1.8726, 2.5642)
C (1.8742, 4.0412, -3.3835)
C (0.5202, 3.5854, -2.8715)
C (-0.3998, 4.7385, -2.4704)
C (-0.9427, 5.4608, -3.6156)
N (-1.3700, 6.0294, -4.5172)
H (1.7694, 4.8632, -4.0922)
H (2.4006, 3.2359, -3.8931)
H (2.5003, 4.3755, -2.5529)
H (0.5898, 2.9070, -2.0206)
H (0.0056, 2.9931, -3.6364)
H (0.1700, 5.4548, -1.8648)
H (-1.2078, 4.4070, -1.8168)
C (-0.4570, -5.8212, -0.4623)
C (0.6939, -4.8797, -0.7707)
C (1.5610, -5.3108, -1.9378)
C (0.8603, -5.5360, -3.2009)
N (0.3264, -5.6492, -4.2073)
H (-1.2039, -5.8346, -1.2611)
H (-1.0189, -5.4847, 0.4142)
H (-0.1024, -6.8330, -0.2724)
H (1.3502, -4.8426, 0.1042)
H (0.3744, -3.8423, -0.8934)
H (2.1237, -6.2220, -1.7158)
H (2.3082, -4.5366, -2.1277)
C (-5.7646, 0.2716, 0.3061)
C (-7.2894, 0.3992, 0.2617)
C (-7.8909, 0.4929, 1.6587)
C (-7.3710, 1.6326, 2.4091)
N (-6.9658, 2.5372, 2.9945)
H (-5.3766, 0.1846, -0.7055)
H (-5.5223, -0.6386, 0.8628)
H (-5.3488, 1.1144, 0.8601)
H (-7.7015, -0.4803, -0.2381)
H (-7.5797, 1.2539, -0.3518)
H (-7.6962, -0.4317, 2.2055)
H (-8.9768, 0.6069, 1.6138)
C (-3.4027, -0.2935, 3.3635)
C (-4.4837, 0.1405, 4.3530)
C (-4.1470, -0.2282, 5.7915)
C (-3.8566, -1.6489, 5.9116)
N (-3.6138, -2.7663, 5.9992)
H (-3.1796, -1.3482, 3.5272)
H (-2.4889, 0.2654, 3.5750)
H (-3.7451, -0.1056, 2.3489)
H (-5.4600, -0.2534, 4.0567)
H (-4.6030, 1.2231, 4.2522)
H (-4.9782, 0.0285, 6.4504)
H (-3.2965, 0.3619, 6.1379)
C (4.8544, -0.6404, -3.5914)
C (3.8928, 0.3502, -2.9301)
C (2.4808, 0.2454, -3.5004)
C (1.8627, -1.0077, -3.1011)
N (1.3952, -1.9855, -2.7242)
H (4.4216, -1.6425, -3.6070)
H (5.8063, -0.6749, -3.0597)
H (5.0753, -0.3397, -4.6171)
H (4.2816, 1.3602, -3.0655)
H (3.8542, 0.1409, -1.8597)
H (2.4508, 0.3670, -4.5831)
H (1.8424, 1.0315, -3.0876)
C (3.8061, -3.1774, 0.1188)
C (4.7689, -1.9939, 0.1169)
C (6.0228, -2.1636, 0.9658)
C (5.7116, -2.1738, 2.3903)
N (5.4413, -2.1431, 3.5082)
H (4.2642, -3.9910, -0.4471)
H (2.8604, -2.8834, -0.3323)
H (3.6369, -3.5224, 1.1419)
H (4.2519, -1.0858, 0.4407)
H (5.0856, -1.8041, -0.9132)
H (6.7177, -1.3498, 0.7491)
H (6.5743, -3.0743, 0.7141)
C (-1.4991, 1.7287, 0.0340)
C (-1.3924, 0.3944, -0.6966)
C (-0.3908, -0.5284, -0.0169)
C (0.9566, 0.0319, -0.0432)
N (2.0138, 0.4877, -0.0552)
H (-2.3657, 2.2951, -0.3254)
H (-0.6244, 2.3660, -0.0812)
H (-1.6950, 1.5812, 1.1005)
H (-1.1475, 0.5746, -1.7490)
H (-2.3945, -0.0399, -0.7299)
H (-0.3357, -1.5083, -0.4952)
H (-0.6483, -0.6378, 1.0409)
C (-0.7600, 4.9359, 1.8899)
C (-0.8762, 4.4115, 3.3216)
C (-1.1990, 5.5332, 4.3130)
C (-0.1541, 6.5572, 4.3441)
N (0.6596, 7.3711, 4.3531)
H (-1.6817, 5.4633, 1.6218)
H (-0.7227, 4.0995, 1.1889)
H (0.1018, 5.5842, 1.7527)
H (0.0617, 3.9461, 3.6223)
H (-1.6918, 3.6907, 3.3599)
H (-1.2998, 5.1207, 5.3180)
H (-2.1318, 6.0332, 4.0447)
C (0.4425, -3.1189, 2.3028)
C (-0.6567, -2.8853, 3.3424)
C (-1.4810, -4.1339, 3.6190)
C (-0.7464, -5.0302, 4.5316)
N (-0.1654, -5.7115, 5.2447)
H (-0.0692, -3.2168, 1.3440)
H (1.0339, -4.0060, 2.5350)
H (1.1318, -2.2740, 2.2460)
H (-1.3016, -2.0914, 2.9598)
H (-0.2417, -2.4834, 4.2676)
H (-1.6838, -4.7165, 2.7187)
H (-2.4200, -3.9202, 4.1330)
C (-3.1045, 1.4672, -7.0869)
C (-2.8798, 0.6784, -5.7981)
C (-1.7728, 1.2403, -4.9112)
C (-0.4735, 1.2459, -5.5668)
N (0.5701, 1.2220, -6.0487)
H (-3.4795, 2.4735, -6.9047)
H (-3.8202, 0.9302, -7.7130)
H (-2.2010, 1.5439, -7.6965)
H (-2.6712, -0.3671, -6.0359)
H (-3.8061, 0.6662, -5.2184)
H (-1.6921, 0.6741, -3.9791)
H (-1.9989, 2.2705, -4.6166)

Force components x, y, z for each atom (eV/Å):
C -0.33 -0.34 -0.56
C -0.27 0.54 0.14
C 0.03 0.51 0.79
C -0.14 -0.24 -0.48
N 0.08 0.13 0.15
H 0.04 0.01 0.06
H 0.19 0.04 0.12
H -0.04 0.15 0.08
H 0.26 -0.14 -0.19
H 0.22 -0.04 0.09
H 0.12 -0.34 -0.09
H -0.07 -0.24 -0.16
C -0.46 0.01 -0.02
C 0.27 0.12 0.15
C -0.11 -0.14 0.08
C 0.13 -0.20 -0.01
N -0.10 0.34 -0.07
H 0.16 0.02 0.03
H 0.02 0.06 0.02
H 0.10 -0.13 0.00
H -0.04 -0.12 -0.04
H -0.13 -0.04 -0.09
H 0.07 0.16 -0.03
H 0.04 -0.12 -0.03
C 0.63 0.58 -0.23
C -0.67 -1.20 0.25
C 0.89 0.35 0.34
C 0.37 -0.25 -0.29
N -0.44 0.04 0.04
H -0.10 -0.17 0.01
H -0.05 -0.01 0.14
H -0.22 0.02 0.00
H -0.02 0.14 0.04
H 0.05 0.47 -0.10
H -0.23 0.00 -0.11
H -0.09 -0.01 -0.03
C 0.11 -0.01 0.21
C -0.57 -0.46 -0.34
C 0.42 0.30 0.55
C -0.13 0.08 -0.04
N 0.02 -0.10 0.01
H -0.01 0.00 -0.02
H 0.00 -0.04 -0.03
H 0.00 0.09 -0.07
H 0.32 0.07 0.17
H 0.11 0.13 -0.05
H -0.06 -0.01 -0.10
H -0.16 -0.08 -0.20
C -0.52 0.34 0.00
C 0.10 -0.04 0.65
C 0.57 -0.01 -0.32
C 0.05 0.37 0.36
N -0.31 -0.14 -0.32
H 0.23 -0.20 -0.15
H 0.23 -0.05 0.11
H -0.05 -0.05 -0.05
H 0.03 -0.07 -0.06
H -0.19 -0.10 -0.32
H -0.15 -0.03 0.14
H -0.04 0.00 -0.07
C -0.68 -0.24 0.34
C 0.29 -0.12 -0.41
C -0.38 -0.02 -0.12
C 0.17 0.32 0.38
N -0.07 -0.32 -0.23
H 0.26 0.15 0.05
H 0.19 0.01 -0.11
H 0.25 0.06 -0.28
H -0.09 0.01 0.09
H -0.03 0.10 0.15
H 0.08 0.08 0.13
H 0.04 -0.04 -0.03
C -0.15 0.09 0.70
C -0.12 0.46 -0.79
C -0.31 0.48 0.00
C 0.11 0.00 0.33
N 0.00 -0.17 -0.10
H -0.06 -0.06 -0.35
H 0.04 -0.04 -0.24
H 0.19 -0.10 -0.13
H 0.07 -0.26 0.18
H -0.01 -0.02 0.33
H 0.00 -0.12 0.04
H 0.15 -0.20 -0.01
C -0.08 0.22 -0.04
C 0.52 -0.39 -0.03
C -0.08 0.51 0.17
C -0.04 -0.13 -0.12
N -0.15 -0.21 0.12
H 0.10 -0.05 0.00
H -0.02 -0.04 0.04
H -0.08 -0.10 -0.04
H -0.19 0.09 0.03
H -0.07 0.19 0.02
H 0.01 -0.15 -0.04
H 0.06 0.06 -0.02
C 0.56 0.17 0.27
C -0.31 0.29 -0.41
C 0.27 -0.17 -0.26
C 0.03 0.12 0.42
N 0.01 -0.02 -0.29
H -0.23 -0.14 0.00
H -0.05 -0.11 -0.06
H -0.16 -0.03 -0.05
H 0.00 -0.04 0.02
H 0.03 0.03 0.05
H -0.04 0.09 0.23
H -0.18 -0.08 0.04
C -0.67 0.23 0.08
C -0.38 0.68 -0.18
C 0.02 -0.14 -0.05
C 0.40 0.18 -0.06
N -0.31 -0.11 -0.11
H 0.15 -0.02 -0.15
H 0.17 -0.14 0.03
H 0.25 -0.06 0.00
H 0.29 -0.14 0.09
H 0.16 -0.37 0.24
H -0.06 -0.03 0.06
H -0.09 -0.16 -0.06
C -0.56 -0.38 -0.03
C 0.03 0.49 -0.36
C 0.09 -0.05 0.05
C 0.27 0.35 0.04
N -0.23 -0.31 -0.02
H 0.18 0.25 0.05
H 0.33 0.05 0.08
H 0.00 0.07 -0.05
H -0.12 -0.26 0.03
H 0.15 -0.21 0.16
H -0.08 0.09 0.02
H -0.05 -0.08 0.05
C -0.35 0.11 0.29
C 0.27 0.64 -0.26
C 0.24 -0.54 0.70
C -0.26 0.25 -0.42
N 0.24 -0.24 0.22
H 0.37 -0.25 -0.16
H -0.06 -0.07 -0.13
H -0.05 0.05 -0.01
H -0.10 -0.09 0.04
H -0.03 -0.17 0.09
H -0.12 0.19 -0.13
H -0.05 0.16 -0.18
C 0.05 -0.33 -0.24
C -0.30 -0.04 -0.21
C -0.29 0.23 0.21
C 0.49 -0.15 -0.04
N -0.20 0.05 0.05
H 0.00 0.01 0.07
H -0.12 0.15 0.10
H 0.10 0.04 0.20
H 0.14 0.04 0.00
H 0.04 0.05 0.05
H 0.08 -0.09 -0.09
H -0.04 0.00 -0.11